{
  "formula": "C29H51AsClI2O3",
  "method": "ωB97M-V/def2-TZVPD",
  "energy_ha": -4652.6096,
  "lumo_energy_ha": 0.08480,
  "total_charge": -1,
  "species": ["C", "C", "H", "H", "H", "H", "H", "H", "C", "C", "H", "H", "O", "H", "H", "I", "H", "H", "H", "H", "C", "H", "H", "H", "C", "H", "C", "H", "H", "H", "H", "H", "C", "H", "H", "C", "O", "C", "H", "H", "H", "H", "I", "H", "H", "C", "H", "C", "H", "H", "H", "C", "C", "H", "H", "C", "H", "C", "C", "C", "H", "H", "C", "H", "H", "C", "C", "C", "As", "H", "C", "C", "Cl", "C", "H", "C", "H", "C", "H", "C", "H", "H", "H", "H", "C", "H", "O"],
  "positions_angstrom": [[-1.865915, 2.110011, 3.701054], [-3.827303, 0.246327, 1.457969], [6.969870, 0.708378, -5.040223], [4.105346, 1.517286, -1.967554], [5.046529, 2.987259, -5.707154], [3.293815, 1.782578, -4.912738], [6.746769, 2.921845, -6.104765], [-1.685913, 4.090330, 4.553212], [-1.600669, -3.020861, 4.953862], [-3.215778, -1.143520, 4.173334], [-0.343065, 3.006385, 4.924959], [2.702017, 0.154755, -0.456454], [1.474553, -1.262147, -1.287918], [-1.332734, -1.413966, 6.376463], [1.082665, -3.265384, 6.179181], [0.648941, 0.951193, 2.786162], [-0.472426, 3.248223, -1.444823], [5.222522, -0.173473, -3.577298], [-2.885397, -2.647183, 0.514563], [3.604207, -1.454748, -2.357918], [-3.329364, 1.427673, -1.710799], [-3.356556, -0.732395, -0.405068], [-1.143746, -3.165408, 3.974665], [-2.723211, -0.419064, 4.829818], [-1.228298, 2.614109, -1.891227], [-4.268324, -0.866503, 4.172621], [-4.266965, -3.358082, 1.857757], [0.273866, -1.534633, 1.066738], [4.056490, -2.512083, -1.002319], [4.722662, -0.234577, -5.247770], [-3.643930, -3.292416, 4.345104], [-1.638094, -4.015890, 5.412877], [-2.349748, 2.252679, -1.159067], [-0.494064, 3.715564, 3.310309], [4.615841, 0.998773, -7.187331], [4.930880, 0.454187, -4.423915], [-1.446234, -0.437808, 0.693582], [2.634101, -0.934862, -0.552261], [-0.101703, -1.500307, 5.116691], [0.563451, 0.436099, -0.521519], [-0.185560, 2.428122, -3.763345], [2.829202, 2.562128, -2.586114], [-3.901759, 2.371179, 4.242622], [6.419704, 1.931565, -3.920667], [4.713172, -0.861867, -1.097902], [3.781852, 2.093837, -2.836785], [0.643757, -2.194878, 7.508424], [3.842132, -1.486726, -1.295090], [-5.318324, 0.692911, -1.584808], [-0.814927, -2.235617, -0.125757], [-4.724498, 0.299557, 2.070875], [3.643253, 1.192699, -4.059887], [5.530987, 1.586527, -7.268432], [-3.429262, 1.260783, 1.400223], [-3.434797, -2.445232, 5.842590], [-1.053657, 3.304304, 4.152824], [2.570595, -1.354043, 0.458189], [-1.060830, 2.151480, -3.189873], [6.115667, 1.347830, -4.793981], [-0.434010, -1.276048, 0.262926], [-4.881125, 1.836537, -0.302842], [-1.893231, 0.950951, -4.756626], [-4.525640, 0.993728, -0.897095], [-1.054589, -1.479295, 2.800854], [-3.895242, 0.320992, -3.455695], [-3.038167, -2.518520, 4.820622], [0.239430, -2.847166, 6.733029], [-0.711182, -2.099287, 5.798386], [-2.379342, -0.801050, 2.366197], [2.863555, 0.452078, -3.864317], [0.311908, -0.574560, -0.859496], [-3.148453, 0.967814, -3.012923], [-5.733226, -2.352885, 2.188386], [-2.021844, 1.323124, -3.747547], [5.390666, 2.300123, -8.081770], [5.858571, 2.300427, -5.960439], [-2.247490, -3.378838, 1.959551], [-2.982979, -2.651736, 1.603319], [-0.342145, -0.479228, -1.727991], [-1.459387, 1.009568, 3.083693], [-2.451044, 2.599471, -0.139449], [6.338893, 0.908883, -7.553645], [4.509030, 2.891912, -3.000066], [-0.265393, -3.676925, 7.232828], [-4.187722, -0.196111, 0.040984], [-5.049030, -0.868514, 0.060882], [-4.452609, -4.538349, 1.812343]],
  "forces_ev_per_a": [[0.35, 0.22, 0.04], [0.09, 0.27, -0.29], [0.01, 0.00, -0.01], [0.02, 0.01, 0.00], [0.00, 0.00, 0.02], [0.00, -0.01, -0.01], [-0.01, 0.02, 0.00], [-0.04, 0.03, 0.04], [0.03, -0.19, 0.12], [0.28, 0.21, 0.20], [0.08, -0.01, -0.02], [0.01, 0.06, 0.01], [0.13, -0.08, -0.21], [-0.04, 0.03, 0.04], [-0.01, -0.05, 0.01], [0.10, 0.01, 0.03], [-0.01, 0.01, 0.04], [0.01, 0.00, 0.00], [-0.02, 0.22, -0.01], [0.18, -0.03, -0.06], [-0.03, 0.05, 0.11], [0.04, -0.09, -0.02], [-0.04, -0.04, -0.02], [-0.02, 0.03, -0.06], [-0.03, -0.03, -0.02], [-0.08, -0.05, -0.12], [-0.01, -0.77, -0.36], [0.03, 0.00, 0.06], [0.04, -0.07, -0.08], [0.01, 0.00, 0.00], [-0.03, 0.04, -0.18], [-0.01, 0.03, 0.06], [0.10, 0.00, -0.12], [0.07, -0.05, 0.04], [0.00, -0.01, 0.00], [-0.01, -0.04, -0.01], [0.10, 0.06, -0.04], [-0.10, -0.15, 0.04], [-0.15, 0.28, 0.11], [0.04, 0.06, 0.00], [0.04, 0.01, 0.00], [-0.01, -0.01, 0.02], [-0.20, -0.06, -0.01], [-0.01, 0.00, 0.01], [0.13, -0.11, -0.02], [-0.01, 0.01, -0.06], [0.06, 0.05, -0.04], [-0.31, 0.19, 0.15], [-0.07, 0.09, 0.00], [-0.01, -0.05, -0.03], [0.04, -0.10, 0.15], [0.00, -0.01, 0.06], [-0.01, 0.05, 0.02], [0.11, -0.04, 0.10], [-0.06, -0.03, 0.00], [-0.09, -0.03, -0.09], [0.04, 0.10, 0.08], [-0.01, 0.00, 0.01], [-0.03, 0.03, 0.02], [0.04, -0.18, -0.01], [-0.16, 0.02, -0.01], [-0.02, -0.01, -0.01], [0.29, -0.22, -0.02], [0.02, 0.10, -0.14], [-0.05, -0.05, -0.01], [-0.03, -0.02, 0.06], [-0.02, -0.07, -0.03], [0.26, -0.15, -0.18], [-0.45, -0.44, 0.02], [-0.02, 0.01, 0.00], [-0.16, 0.14, 0.07], [0.16, 0.10, 0.03], [-0.14, 0.14, 0.11], [-0.09, -0.03, 0.03], [0.01, 0.00, -0.01], [0.03, -0.02, -0.04], [0.13, 0.04, -0.11], [-0.05, -0.21, 0.25], [-0.01, 0.00, -0.02], [-0.17, 0.17, 0.12], [-0.04, 0.01, 0.05], [0.00, -0.02, 0.00], [0.01, 0.00, 0.00], [-0.05, 0.01, 0.04], [-0.32, 0.04, -0.18], [0.08, 0.03, 0.05], [0.12, 0.50, 0.24]]
}